35
Properties=species:S:1:pos:R:3:forces:R:3 method="wB97M-V/def2-TZVPD" orbital_gap_ev=4.48 spin_multiplicity=1 energy_ha=-1429.9300 charge=-1 homo_energy_ha=-0.1704
C 4.642 3.258 3.124 0.1973 0.3092 -0.0110
C 3.924 1.978 2.768 0.1346 0.3919 0.1037
O 3.677 1.911 1.360 -0.0645 -0.3769 0.8211
C 2.990 0.726 1.093 -0.7146 -0.8331 0.8143
N 2.495 0.741 -0.162 0.8815 0.3240 0.3965
C 2.295 -0.440 -0.770 -0.3041 -0.3372 -0.1938
C 2.124 -0.223 -2.274 -0.0641 -0.1557 -0.4233
O 2.228 -1.588 -0.314 0.0347 0.3044 -0.2624
O 2.889 -0.100 2.011 0.0542 0.6771 -1.1583
H 4.731 3.300 4.215 0.0274 0.0464 -0.0602
H 5.656 3.300 2.711 -0.1275 -0.0437 -0.0501
H 4.105 4.155 2.799 -0.0079 -0.1464 -0.0364
H 4.526 1.122 3.110 -0.3496 0.1969 -0.1716
H 2.954 1.956 3.289 0.3021 -0.1843 -0.0322
H 2.597 0.704 -2.606 -0.1533 -0.1090 0.1384
H 2.546 -1.061 -2.834 -0.0552 -0.0705 0.1002
H 1.056 -0.177 -2.516 0.0068 0.0241 -0.0092
O -5.563 -1.943 -3.520 0.7292 -0.0499 1.0058
N -4.857 -2.196 -2.557 1.0945 0.2664 1.2697
C -3.962 -1.514 -1.754 -1.5662 -0.8913 -1.6273
C -3.434 -2.421 -0.820 -0.4820 -2.0718 0.3259
N -3.999 -3.655 -0.966 0.8780 2.6215 -0.2008
O -4.864 -3.503 -2.030 -0.0828 0.0795 -0.1775
C -2.428 -1.933 0.125 0.3718 2.2251 -0.0868
N -1.915 -2.703 1.238 1.5949 -0.9375 2.6200
O -2.097 -3.930 1.326 -0.2133 2.1098 -0.9199
O -1.287 -2.057 2.111 -1.3516 -1.2099 -1.7732
C -2.006 -0.588 0.084 -0.4755 -1.9780 0.7042
C -2.620 0.265 -0.841 -0.5746 2.2014 -1.4924
N -2.458 1.640 -1.082 0.5152 -1.5108 0.6406
O -1.764 2.494 -0.564 -1.0205 -0.9059 -0.7628
O -3.298 1.962 -2.164 0.3000 -0.1627 0.5263
N -4.005 0.857 -2.608 1.1151 -1.8520 2.0932
C -3.591 -0.149 -1.779 -0.5756 2.4223 -1.9410
H -1.286 -0.188 0.798 -0.0543 -0.3732 -0.1696